[1]
DFT (ωB97M-V/def2-TZVPD) results for C37H35CeClN2S2Si2 as an isolated structure.

XYZ file:
```
80
Properties=species:S:1:pos:R:3:forces:R:3:lowdin_charge:R:1
C -1.2968 -0.8307 4.8772 -0.7 -0.5 -0.4 -0.1351
C -2.0114 -0.2811 3.7609 0.0 -1.2 0.3 -0.1300
C -1.8853 -1.1989 2.6666 -0.4 -0.3 0.7 -0.1263
H -2.5593 0.6598 3.7591 0.2 -0.3 0.0 0.1341
C -1.1007 -2.3139 3.1043 -0.6 0.4 0.8 -0.1227
C -0.7361 -2.0830 4.4713 -0.9 0.1 -0.2 -0.1450
H -0.1490 -2.7528 5.1030 -0.2 0.3 -0.2 0.1328
H -1.2220 -0.3886 5.8709 0.1 -0.1 -0.4 0.1476
H -2.3322 -1.0875 1.6747 0.3 0.0 0.3 0.1315
H -0.8318 -3.1806 2.5055 0.0 0.2 0.0 0.1299
Ce 0.4570 -0.2998 3.1293 3.7 1.7 -1.6 1.0001
Si -0.6029 -0.1457 -3.8041 2.7 0.6 -1.6 0.7591
C -0.0619 1.4074 -4.7194 -0.3 0.2 0.2 -0.3538
C 1.2879 1.5970 -5.0767 -0.3 0.4 0.0 -0.1060
H 2.0217 0.8072 -4.8835 -0.2 0.2 -0.1 0.1064
C 1.6958 2.8041 -5.6548 0.0 -0.3 0.1 -0.0772
H 2.7467 2.9449 -5.9202 -0.4 0.0 0.0 0.1089
C 0.7651 3.8228 -5.8915 -0.2 -0.3 0.2 -0.0750
H 1.0851 4.7583 -6.3506 -0.1 -0.3 0.1 0.1084
C -0.5738 3.6400 -5.5248 0.1 0.1 0.0 -0.0808
H -1.3015 4.4363 -5.6956 0.2 -0.2 0.0 0.1071
C -0.9882 2.4417 -4.9335 0.6 0.0 -0.1 -0.1169
H -2.0260 2.3038 -4.6248 0.2 0.1 -0.2 0.0967
C 0.1848 -1.5956 -4.6992 0.2 -0.2 0.3 -0.3260
C -0.1642 -1.8493 -6.0379 0.2 -0.4 0.2 -0.0897
H -0.8546 -1.1787 -6.5551 0.1 -0.3 0.1 0.1095
C 0.3913 -2.9439 -6.7127 0.0 0.2 0.1 -0.0684
H 0.1086 -3.1391 -7.7497 0.1 0.1 0.3 0.1115
C 1.3110 -3.7795 -6.0671 -0.2 0.3 0.2 -0.0717
H 1.7285 -4.6418 -6.5868 -0.1 0.2 0.1 0.1099
C 1.7013 -3.4987 -4.7545 0.0 0.2 0.0 -0.0783
H 2.4373 -4.1252 -4.2492 -0.2 0.1 -0.2 0.1055
C 1.1563 -2.4026 -4.0787 -0.2 -0.1 -0.5 -0.1185
H 1.5060 -2.1590 -3.0693 -0.2 -0.2 -0.3 0.0655
H -2.0645 -0.2321 -3.8677 -0.2 0.1 0.6 0.0217
Si 0.6003 0.0919 -1.6333 -3.0 -0.7 -0.1 0.7351
C -0.3672 -1.4705 -1.0836 0.1 0.2 0.7 -0.3810
C -1.7246 -1.7126 -1.3943 0.1 -0.6 0.2 -0.1574
H -2.3473 -0.9358 -1.8512 0.3 -0.3 0.2 0.0698
C -2.3077 -2.9617 -1.1368 0.2 0.5 0.0 -0.0554
H -3.3645 -3.1208 -1.3780 0.5 -0.1 0.1 0.1190
C -1.5363 -3.9753 -0.5640 0.3 -0.2 0.3 -0.0753
H -1.9797 -4.9583 -0.3849 0.2 0.3 -0.1 0.1130
C -0.2073 -3.7274 -0.1889 -0.2 0.0 0.1 -0.0980
H 0.3847 -4.5054 0.3072 -0.3 0.2 -0.3 0.1106
C 0.3694 -2.4720 -0.4300 -0.7 -0.3 0.3 -0.1472
H 1.3888 -2.2581 -0.0925 -0.1 -0.2 -0.3 0.0861
C -0.4798 1.4979 -1.0320 0.0 0.3 0.2 -0.3704
C -1.6858 1.2990 -0.3422 0.0 0.6 -0.1 -0.1327
H -1.9617 0.2977 0.0070 0.0 0.4 -0.3 0.0609
C -2.5584 2.3745 -0.1515 0.2 0.1 0.2 -0.0971
H -3.5147 2.1949 0.3458 0.2 0.2 -0.2 0.1076
C -2.1911 3.6575 -0.5768 0.0 -0.1 0.1 -0.0823
H -2.8718 4.4952 -0.4114 0.2 -0.2 -0.1 0.1098
C -0.9456 3.8742 -1.1853 0.1 0.0 0.2 -0.0661
H -0.6372 4.8838 -1.4816 -0.2 -0.4 0.1 0.1168
C -0.0853 2.7962 -1.4062 -0.8 0.0 0.2 -0.1079
H 0.8801 2.9450 -1.8919 -0.3 0.1 0.0 0.1100
H 1.5476 0.2083 -0.5413 1.4 -0.3 -0.5 -0.0479
Cl 2.7381 0.0318 1.9702 -1.1 -0.3 0.6 0.1687
C -0.9349 3.1765 2.9918 -0.2 0.3 0.0 -0.0432
C -0.2298 2.8901 4.2679 0.7 -0.1 1.0 -0.5607
N 0.4468 1.7685 4.4848 -0.1 0.3 0.5 -0.0574
C 1.0689 1.7428 5.7516 -1.1 1.7 -0.4 -0.2909
C 0.8319 2.8863 6.4836 0.2 -0.9 -0.5 -0.2706
S -0.1677 4.0097 5.6150 0.6 -1.5 -0.6 1.1703
C 1.8137 0.5597 6.1077 1.1 -1.7 0.9 -0.2883
C 2.5114 0.2746 7.2693 -0.7 0.1 -1.2 -0.2632
S 3.2291 -1.3087 7.2058 -0.9 1.0 -1.1 1.1708
C 2.5668 -1.5276 5.6049 0.0 1.0 0.6 -0.5795
N 1.8484 -0.4968 5.1808 0.1 0.0 0.5 -0.0613
C 2.8400 -2.7289 4.7794 0.1 -0.3 0.2 -0.0441
H -1.3370 4.1963 3.0509 0.0 -0.3 -0.3 0.1017
H -0.2413 3.1183 2.1358 -0.3 0.0 0.2 0.1093
H -1.7711 2.4728 2.8376 0.3 0.4 -0.1 0.0785
H 1.2254 3.0435 7.4849 -0.3 0.3 -0.3 0.1008
H 2.5812 0.9593 8.1026 0.2 -0.3 0.1 0.0956
H 3.6133 -3.3149 5.2924 -0.2 -0.1 -0.4 0.0993
H 1.9354 -3.3509 4.6839 0.4 0.1 0.0 0.0907
H 3.2043 -2.4363 3.7814 -0.1 -0.1 0.3 0.0887
```
Positions in Å, forces in eV/Å.

Output
F_max in eV/Å: 4.336
E_HOMO (alpha / beta) in eV: -12.1 / -12.1
Net charge: +2
HOMO-LUMO gap (alpha / beta) in eV: 3.653 / 3.652


[2]
DFT (ωB97M-V/def2-TZVPD) results for C37H35ClN2PtS2Si2 as an isolated structure.

XYZ file:
```
80
Properties=species:S:1:pos:R:3:forces:R:3:lowdin_charge:R:1
C -1.3299 -0.5059 5.5469 -1.5 -1.0 0.4 -0.1913
C -2.2208 0.1034 4.6008 -0.3 -1.0 0.0 -0.2127
C -2.4127 -0.8276 3.5135 0.1 -0.2 0.8 -0.2289
H -2.7486 1.0408 4.7310 0.2 -0.2 -0.1 0.0940
C -1.6283 -1.9985 3.8094 -0.7 0.2 0.3 -0.1950
C -1.0396 -1.8208 5.0955 -1.0 0.2 0.2 -0.1707
H -0.5232 -2.5854 5.6651 0.2 0.2 -0.2 0.1036
H -1.0631 -0.0829 6.5113 0.1 -0.1 -0.2 0.1071
H -3.0673 -0.6898 2.6620 0.1 -0.2 0.2 0.0898
H -1.5759 -2.8807 3.1819 0.0 0.1 0.1 0.0945
Pt -0.2463 -0.0476 3.3684 -0.7 -0.6 -1.0 1.0311
Si 2.8771 0.2045 -4.8310 0.2 0.2 0.0 0.7063
C 1.9352 1.6946 -5.3693 0.0 0.5 -0.1 -0.3588
C 2.3986 2.4835 -6.4335 -0.6 0.1 0.2 -0.1064
H 3.3231 2.2081 -6.9453 -0.3 0.1 0.1 0.0944
C 1.6690 3.6081 -6.8286 0.0 0.0 0.1 -0.0907
H 2.0236 4.2158 -7.6624 -0.1 -0.1 0.2 0.1008
C 0.4924 3.9558 -6.1572 0.1 -0.3 0.1 -0.0884
H -0.0650 4.8425 -6.4569 0.1 -0.2 0.0 0.1003
C 0.0321 3.1706 -5.0935 0.2 -0.1 0.0 -0.0867
H -0.8943 3.4243 -4.5779 0.2 0.0 -0.1 0.0889
C 0.7622 2.0512 -4.6856 0.0 0.3 -0.4 -0.1055
H 0.4230 1.4511 -3.8368 0.0 0.2 -0.3 0.1006
C 1.9950 -1.3247 -5.3669 -0.2 -0.6 -0.2 -0.3341
C 0.8142 -1.2848 -6.1262 0.1 -0.4 0.2 -0.0916
H 0.4082 -0.3271 -6.4618 0.1 -0.3 0.2 0.0995
C 0.1522 -2.4733 -6.4514 0.2 0.0 0.0 -0.0883
H -0.7837 -2.4318 -7.0091 0.2 -0.1 0.1 0.1007
C 0.6883 -3.7065 -6.0683 0.1 0.3 0.1 -0.0919
H 0.1749 -4.6308 -6.3285 0.1 0.2 0.1 0.0993
C 1.8946 -3.7509 -5.3599 0.1 0.1 0.0 -0.0925
H 2.3254 -4.7105 -5.0724 -0.1 0.2 -0.1 0.1003
C 2.5520 -2.5687 -5.0182 -0.6 0.0 -0.2 -0.1150
H 3.5026 -2.5959 -4.4799 -0.3 -0.1 -0.1 0.0984
H 3.0117 0.2868 -3.3600 0.1 -0.2 0.0 -0.0170
Si -0.1695 0.0384 1.1154 -0.8 -0.1 0.5 0.0414
C -0.7988 -1.5624 0.3178 0.2 0.3 -0.3 -0.3200
C -1.9063 -1.5696 -0.5432 0.1 -0.4 0.0 -0.0908
H -2.4068 -0.6323 -0.7995 0.2 -0.3 0.0 0.0964
C -2.3708 -2.7719 -1.0884 0.1 -0.1 0.2 -0.0887
H -3.2131 -2.7571 -1.7840 0.2 -0.1 0.2 0.1000
C -1.7651 -3.9812 -0.7320 0.0 0.2 0.1 -0.0985
H -2.1504 -4.9214 -1.1266 0.1 0.2 0.1 0.0967
C -0.6766 -3.9846 0.1490 0.0 0.2 0.0 -0.0929
H -0.2119 -4.9264 0.4513 -0.1 0.2 -0.2 0.0989
C -0.1765 -2.7755 0.6429 -0.3 -0.4 -0.4 -0.1412
H 0.7217 -2.7854 1.2646 -0.3 0.1 -0.1 0.0749
C -1.2672 1.4115 0.4095 0.4 -0.1 -0.5 -0.3313
C -2.5316 1.6837 0.9542 -0.1 0.4 -0.3 -0.1422
H -2.9006 1.1347 1.8268 0.3 0.2 -0.3 0.0692
C -3.3568 2.6610 0.3836 0.2 -0.2 0.0 -0.0899
H -4.3142 2.9013 0.8547 0.3 -0.1 -0.3 0.1025
C -2.9524 3.3188 -0.7812 0.1 0.0 0.0 -0.0964
H -3.6052 4.0650 -1.2383 0.2 -0.2 0.1 0.0987
C -1.7057 3.0353 -1.3499 0.0 -0.1 0.2 -0.0842
H -1.3822 3.5446 -2.2614 -0.1 -0.1 0.3 0.0845
C -0.8572 2.1028 -0.7404 -0.6 0.3 -0.1 -0.1103
H 0.1243 1.9038 -1.1755 -0.2 0.0 0.1 0.0738
H 4.1939 0.1937 -5.5035 0.2 0.1 0.1 -0.0198
Cl 1.8048 0.2847 0.5411 0.6 0.2 -0.7 0.2487
C -1.5893 3.2779 3.9055 -0.5 0.3 -0.2 -0.0825
C -0.4608 2.7886 4.7175 1.9 -1.0 0.5 -0.5821
N 0.1932 1.6387 4.5796 0.2 2.8 0.7 -0.1028
C 1.3037 1.5161 5.4191 -1.2 2.5 0.4 -0.3038
C 1.4828 2.6410 6.2117 0.3 -1.2 -0.4 -0.3309
S 0.2692 3.8229 5.9293 0.2 -0.9 -0.4 1.0703
C 1.9743 0.2494 5.3960 1.5 -2.4 0.4 -0.2989
C 3.0156 -0.2483 6.1713 -1.0 1.0 -0.4 -0.3323
S 3.3044 -1.9098 5.8622 -0.7 0.7 -0.5 1.0695
C 2.0197 -1.9095 4.6644 0.2 2.1 0.5 -0.5876
N 1.4460 -0.7158 4.5337 2.3 -1.4 0.6 -0.0808
C 1.7469 -3.1535 3.9190 0.0 -0.5 -0.2 -0.0842
H -2.3569 3.6669 4.5881 0.0 0.0 -0.3 0.0913
H -1.2472 4.0987 3.2582 -0.1 -0.2 0.1 0.1012
H -2.0213 2.5008 3.2644 0.3 0.2 0.3 0.0395
H 2.2751 2.7587 6.9456 -0.3 0.2 -0.1 0.0781
H 3.5650 0.3247 6.9098 0.0 -0.3 -0.1 0.0764
H 2.5913 -3.3633 3.2449 -0.3 0.0 0.1 0.0978
H 1.6850 -3.9702 4.6530 0.0 0.1 -0.3 0.0892
H 0.8206 -3.1225 3.3343 0.3 0.2 0.3 0.0493
```
Positions in Å, forces in eV/Å.

Output
F_max in eV/Å: 2.903
E_HOMO (alpha / beta) in eV: -5.3 / -7.5
Net charge: 0
HOMO-LUMO gap (alpha / beta) in eV: 5.042 / 7.254
Relative energy (zero: lowest compared OMol25 entry of this formula, charge and spin) in eV: 0.000
2S+1: 3


[3]
DFT (ωB97M-V/def2-TZVPD) results for C37H35MgN6O2P2Se3 as an isolated structure.

XYZ file:
```
86
Properties=species:S:1:pos:R:3:forces:R:3:lowdin_charge:R:1
Mg -0.6071 -3.1165 -0.3421 -0.2 0.2 0.0 0.4077
Se -0.5340 4.4299 0.9734 0.0 0.0 0.0 0.3533
P 1.0292 3.2866 0.1498 -0.1 0.0 0.0 0.5374
C 1.5133 3.8444 -1.5196 -0.1 0.0 0.0 -0.3525
C 2.5468 3.2088 -2.2069 0.0 -0.1 0.0 -0.0860
C 2.8900 3.6252 -3.4807 0.0 0.0 -0.1 -0.0757
C 2.2026 4.6719 -4.0826 0.0 0.0 0.0 -0.0881
C 1.1746 5.3049 -3.4033 0.0 0.0 0.0 -0.0877
C 0.8321 4.8942 -2.1224 0.0 0.0 0.1 -0.1235
C 2.5359 3.3891 1.1524 0.0 0.1 0.0 -0.3581
C 2.5629 2.7153 2.3701 0.0 0.0 0.0 -0.0914
C 3.6600 2.8293 3.2028 0.0 0.0 0.0 -0.0775
C 4.7366 3.6252 2.8304 0.0 0.0 0.0 -0.0900
C 4.7092 4.3047 1.6243 0.0 0.0 0.0 -0.0840
C 3.6090 4.1886 0.7851 0.0 0.0 0.0 -0.0779
C 0.8191 1.5060 -0.0325 -0.1 0.1 -0.1 -0.4065
C -0.1935 0.5448 -0.1560 -0.1 0.0 0.1 -0.4007
N 0.4223 -0.6353 -0.3918 -0.2 0.0 0.0 -0.0297
N 1.7180 -0.4038 -0.4315 0.2 -0.1 -0.1 -0.0803
N 1.9855 0.8589 -0.2196 0.1 0.0 0.1 -0.0016
P -1.9941 0.5136 -0.1423 0.0 -0.2 -0.1 0.6344
Se -2.6947 -1.4812 0.1751 0.0 0.1 0.0 0.4974
C -2.5873 1.6127 1.1538 0.0 0.0 0.1 -0.3991
C -3.6458 2.4839 0.9431 0.0 0.0 -0.1 -0.1007
C -4.1212 3.2547 1.9922 0.0 0.0 0.0 -0.0890
C -3.5468 3.1490 3.2492 0.0 0.0 0.0 -0.0906
C -2.5015 2.2608 3.4653 0.0 0.0 0.0 -0.0902
C -2.0262 1.4899 2.4218 0.0 0.0 0.0 -0.1201
C -2.5432 1.2097 -1.7263 0.0 0.1 0.0 -0.3389
C -2.0431 2.4310 -2.1720 0.0 0.0 0.0 -0.0773
C -2.4590 2.9505 -3.3852 0.0 0.0 0.0 -0.0723
C -3.3780 2.2551 -4.1602 0.0 0.0 0.0 -0.0854
C -3.8788 1.0409 -3.7185 0.0 0.0 0.0 -0.0787
C -3.4623 0.5162 -2.5034 0.0 -0.1 0.0 -0.0981
H 3.0634 2.3770 -1.7451 0.0 0.0 0.0 0.0960
H 3.6908 3.1252 -4.0094 0.0 0.0 0.0 0.1035
H 2.4688 4.9899 -5.0827 0.0 0.0 0.0 0.0996
H 0.6355 6.1211 -3.8667 0.0 0.0 0.0 0.1003
H 0.0358 5.3851 -1.5750 0.0 0.0 0.0 0.0484
H 1.7248 2.0925 2.6595 0.0 0.0 0.0 0.1073
H 3.6796 2.2940 4.1426 0.0 0.0 0.0 0.1027
H 5.5962 3.7114 3.4827 0.0 0.0 0.0 0.0991
H 5.5447 4.9260 1.3300 0.0 0.0 0.0 0.1000
H 3.5945 4.7215 -0.1570 0.0 0.0 0.0 0.1030
H -4.0847 2.5817 -0.0416 0.0 0.0 0.0 0.1082
H -4.9368 3.9457 1.8239 0.0 0.0 0.0 0.1022
H -3.9142 3.7588 4.0643 0.0 0.0 0.0 0.1004
H -2.0526 2.1766 4.4460 0.0 0.0 0.0 0.1044
H -1.2114 0.7931 2.5844 0.0 0.0 0.0 0.1117
H -1.3463 2.9919 -1.5647 0.1 0.0 0.1 0.0550
H -2.0597 3.8978 -3.7248 0.0 0.0 0.0 0.1004
H -3.7008 2.6609 -5.1107 0.0 0.0 0.0 0.0999
H -4.5888 0.4921 -4.3229 0.0 0.0 0.0 0.1026
H -3.8326 -0.4402 -2.1560 0.0 0.0 0.0 0.0571
Se 2.0404 -6.3664 -1.3192 -0.1 0.2 -0.1 0.4332
C 1.0443 -4.9249 -1.7014 0.4 -0.4 0.0 -0.9638
N 0.4182 -3.9633 -1.9193 -0.1 0.3 0.0 -0.0017
C -1.9519 -6.6879 -0.0934 0.0 0.0 0.0 -0.0478
C -2.7539 -5.3812 -0.0515 0.0 -0.1 0.0 -0.7708
C -3.8198 -5.4759 1.0469 0.0 0.0 0.0 -0.0538
C -3.4400 -5.1657 -1.4065 0.0 0.0 0.0 -0.0504
O -1.9194 -4.3163 0.2232 0.1 0.0 0.2 -0.3989
H -2.5938 -7.5586 -0.2571 0.0 0.0 0.0 0.0752
H -1.4202 -6.8204 0.8509 0.0 0.0 0.0 0.0779
H -1.2060 -6.6538 -0.8883 0.0 0.0 0.0 0.0504
H -4.5656 -6.2448 0.8282 0.0 0.0 0.0 0.0723
H -4.3266 -4.5142 1.1503 0.0 0.0 0.0 0.0708
H -3.3478 -5.7131 2.0022 0.0 0.0 0.0 0.0733
H -4.1059 -5.9934 -1.6666 0.0 0.0 0.0 0.0741
H -2.6830 -5.0746 -2.1883 0.0 0.0 0.0 0.0774
H -4.0239 -4.2422 -1.3848 0.0 0.0 0.0 0.0679
N 4.5873 -1.4720 0.3184 -0.1 0.2 -0.2 0.1881
C 4.6115 -2.4435 1.2524 0.0 -0.3 0.1 -0.5046
O 5.6354 -2.8509 1.7799 -0.1 0.1 0.0 0.0370
C 3.2643 -2.9951 1.6207 0.0 0.0 0.1 -0.1002
C 3.0656 -3.5590 2.8735 0.0 0.0 -0.1 0.0098
C 1.7990 -4.0056 3.2139 0.0 0.0 -0.1 -0.0351
C 0.7681 -3.8400 2.3013 0.0 0.0 0.3 -0.0901
N 0.9586 -3.2923 1.1034 -0.2 -0.3 -0.1 0.0289
C 2.1850 -2.9261 0.7532 0.3 0.0 0.0 -0.1008
H 5.4651 -1.0335 0.0997 0.0 0.0 0.0 0.1102
H 3.7200 -1.0401 0.0033 0.2 -0.1 0.1 0.0552
H 3.9089 -3.6489 3.5451 0.0 0.0 0.0 0.1205
H 1.5990 -4.4619 4.1727 0.0 0.0 0.0 0.1031
H -0.2493 -4.1424 2.5204 0.0 0.0 0.0 0.1194
H 2.2996 -2.5531 -0.2520 0.0 -0.1 0.0 0.0924
```
Positions in Å, forces in eV/Å.

Output
F_max in eV/Å: 0.586
E_HOMO in eV: -5.1
Net charge: -1
HOMO-LUMO gap in eV: 7.189
Relative energy (zero: lowest compared OMol25 entry of this formula, charge and spin) in eV: 0.566


Number 2 is which compound?
C37H35ClN2PtS2Si2


Among the records above, which one has the highest net charge?
C37H35CeClN2S2Si2


Which of these has the lowest F_max?
C37H35MgN6O2P2Se3


Look up the net charge of the third one.
-1